Entry 1:
This record from the Open Molecules 2025 dataset describes a structure of composition C11H10BrNSV at a distorted geometry. The level of theory is ωB97M-V with the def2-TZVPD basis set.

Results
net charge = -1
calculated total energy = -4396.19491 hartree
2S+1 = 3
frontier orbital gap (spin up / spin down) = 6.084 / 7.075 eV

The geometry in XYZ format:
```
25
Properties=species:S:1:pos:R:3:forces:R:3
C -1.20161 -0.82976 -1.61388 -1.5725 -0.8401 0.0014
C -1.44872 -1.90513 -0.69879 -0.9818 0.9364 -0.6934
C -2.07104 -1.35031 0.47941 -0.5397 0.2039 -0.8896
H -1.22474 -2.95153 -0.88326 0.2009 0.4096 0.2617
C -2.25832 0.05777 0.25927 -0.7513 -0.5894 -1.6150
C -1.71281 0.38902 -1.02799 -1.5615 -0.7167 0.2160
H -1.74376 1.36496 -1.50217 0.1433 -0.2901 0.2944
H -0.75583 -0.93269 -2.59594 0.0353 0.0698 0.2845
H -2.38813 -1.90878 1.36072 0.3970 0.3019 -0.2892
H -2.78891 0.75135 0.90533 0.5574 -0.2029 0.0288
V -0.13750 -0.39622 0.17198 3.9552 0.6867 0.1106
Br 1.04176 -2.39479 1.03442 0.0645 -0.9617 0.4515
C 2.05096 1.19382 0.57836 0.0100 0.2317 -1.3721
C 1.12113 1.90413 -0.24280 1.1316 -0.2932 -0.2727
C 0.98060 1.18165 -1.46935 0.3174 -0.2154 1.0665
H 0.67404 2.86865 -0.01864 -0.0701 -0.3352 0.0553
C 1.79132 0.00414 -1.38886 0.5902 0.5914 0.6356
C 2.48795 0.04127 -0.14085 -0.5873 0.8333 -0.5787
H 3.28384 -0.63019 0.16446 -0.5164 -0.0466 0.0655
H 2.44609 1.51864 1.53550 -0.3531 -0.1848 -0.0766
H 0.45637 1.53211 -2.34992 -0.1413 -0.1882 0.1632
H 1.94645 -0.72886 -2.17162 -0.1145 0.0621 0.1245
S -0.10223 0.29202 4.65124 0.0703 0.0267 1.6232
C -0.19027 0.42627 3.08100 -0.3187 0.2159 -4.3301
N -0.25663 0.50246 1.88238 0.0350 0.2947 4.7346
```
Forces are in eV/Å.

natural (NBO) atomic charge list, values in e, 8 entries: -0.35, -0.25, -0.33, 0.25, -0.24, -0.34, 0.24, 0.24


Entry 2:
This record from the Open Molecules 2025 dataset describes a structure of composition C11H10BrNSV at a distorted geometry. The level of theory is ωB97M-V with the def2-TZVPD basis set.

Results
net charge = -1
calculated total energy = -4396.17555 hartree
2S+1 = 3
frontier orbital gap (spin up / spin down) = 6.191 / 6.698 eV

The geometry in XYZ format:
```
25
Properties=species:S:1:pos:R:3:forces:R:3
C 1.73545 -1.19986 -0.60045 1.9294 0.1525 -0.0980
C 2.11742 -0.13246 -1.47583 1.0131 -0.7090 1.0049
C 2.27949 1.05659 -0.68660 1.1415 -0.4821 0.3500
H 2.29241 -0.22030 -2.53782 -0.4396 0.1337 0.0909
C 2.08021 0.70602 0.69182 1.4474 -1.3953 -0.2950
C 1.71076 -0.68305 0.74858 2.1552 0.4573 0.0023
H 1.53571 -1.24359 1.65664 -0.1506 0.1994 -0.2625
H 1.58408 -2.23339 -0.89329 -0.2629 0.3545 0.0605
H 2.54443 2.03705 -1.06212 -0.2265 -0.1671 0.0577
H 2.24521 1.34083 1.55540 -0.5202 0.0059 -0.3276
V 0.33328 0.33565 -0.42774 -6.1037 -0.2423 -0.5447
Br -0.56742 1.12223 -2.59823 0.2429 0.2645 -0.5154
C -2.48568 -0.05719 0.64641 0.7285 -1.7613 -0.4264
C -1.53781 -0.72083 1.49067 -0.7493 -0.3523 -0.8939
C -0.90758 -1.75104 0.72143 -0.6347 0.8152 -0.2322
H -1.38658 -0.54266 2.55172 0.1183 0.1309 -0.2655
C -1.45638 -1.72865 -0.60611 -0.6280 1.0416 0.6182
C -2.45145 -0.69046 -0.64356 0.9079 -0.4918 1.4468
H -3.08994 -0.45538 -1.47799 0.1651 0.1646 -0.1258
H -3.15103 0.73635 0.93501 0.0653 0.2473 0.0125
H -0.23619 -2.50971 1.11154 -0.0367 0.1805 -0.1165
H -1.23152 -2.43005 -1.39941 0.0362 0.1261 0.0146
S -1.05264 4.47650 0.87820 -0.5361 1.7582 0.2002
C -0.61710 2.97607 0.74558 1.4946 -4.9812 -0.2109
N -0.28712 1.81130 0.67615 -1.1572 4.5501 0.4556
```
Forces are in eV/Å.

natural (NBO) atomic charge list, values in e, 8 entries: -0.34, -0.27, -0.35, 0.25, -0.25, -0.34, 0.25, 0.25


Entry 3:
This record from the Open Molecules 2025 dataset describes a structure of composition C11H10ClFeN at a distorted geometry. The level of theory is ωB97M-V with the def2-TZVPD basis set.

Results
net charge = -2
calculated total energy = -2203.74031 hartree
2S+1 = 5
frontier orbital gap (spin up / spin down) = 6.136 / 6.110 eV

The geometry in XYZ format:
```
24
Properties=species:S:1:pos:R:3:forces:R:3
C -1.35404 2.60682 -0.93291 1.1465 -1.0049 1.5741
C -0.39548 1.61738 -1.15092 0.0755 -0.2648 0.1782
C 0.23358 1.22463 0.14223 -0.9208 1.9369 -1.7183
H -0.08559 1.22728 -2.15122 -0.4636 0.1206 1.0215
C -0.24629 2.22216 1.06614 -1.4529 1.1380 0.0861
C -1.37182 2.93996 0.47895 3.0771 -1.1108 -0.4228
H -2.09189 3.60605 0.93292 0.2175 0.0183 0.2274
H -1.93846 3.08161 -1.67639 -0.7464 0.1899 -0.6341
H 1.25777 0.93424 0.07053 0.5678 -0.2843 0.3396
H 0.27712 2.47824 2.02446 -0.9970 -0.5796 -0.6264
Fe -0.66327 -0.97255 0.49695 -0.9287 2.1844 -0.2927
Cl -2.02359 -1.90245 -1.07507 -1.2128 -0.5049 -0.7835
C 0.50318 -2.76979 0.18127 1.2924 0.2031 0.0253
C 1.33355 -2.11817 1.16983 -0.0401 -0.5904 -0.2544
C 2.26661 -1.31260 0.47404 0.5039 -0.3559 0.1724
H 1.33017 -2.38888 2.23146 0.0559 0.3286 -0.4149
C 2.02011 -1.42409 -0.91113 0.3956 -0.4483 0.0729
C 0.94487 -2.30358 -1.10671 0.2260 -0.4741 0.4636
H 0.54725 -2.60466 -2.07495 -0.0707 0.2107 0.4526
H -0.22851 -3.53231 0.41384 0.0023 0.0997 -0.2323
H 3.11406 -0.79444 0.93019 -0.4862 0.1149 -0.1193
H 2.61120 -0.97124 -1.71742 -0.3917 0.0095 0.4489
N -3.49230 0.91713 1.05592 0.0637 -0.3968 0.3339
C -2.54824 0.23923 1.12798 0.0868 -0.5398 0.1020
```
Forces are in eV/Å.

natural (NBO) atomic charge list, values in e, 8 entries: -0.32, -0.28, -0.61, 0.18, -0.28, -0.31, 0.19, 0.17


Question: What is the formula in the third record?
Answer: C11H10ClFeN